No. 1
{"formula": "C22H27AsN4O6RuS", "method": "the ωB97M-V functional and the def2-TZVPD basis", "gap_ev": [8.5, 4.9], "relative_energy_kj_mol": 212.3, "e_tot_ev": -115743.498, "molar_mass_g_mol": 651.539, "total_charge": 1, "spin_multiplicity": 6, "s_squared": 8.786, "symbols": ["Ru", "O", "As", "O", "O", "C", "C", "C", "C", "C", "C", "S", "O", "O", "O", "H", "H", "H", "H", "H", "C", "N", "C", "C", "C", "C", "C", "N", "C", "C", "C", "C", "C", "C", "H", "H", "H", "H", "H", "H", "H", "H", "H", "H", "H", "N", "C", "C", "N", "C", "C", "H", "H", "H", "H", "H", "H", "H", "H", "H", "H", "H"], "positions_angstrom": [[-0.483781, -0.203227, 0.010703], [-4.197774, -2.042157, 0.984826], [-2.839228, -0.980656, 1.349775], [-3.379117, -0.003912, 2.539746], [-2.671999, 0.004143, -0.000670], [-1.534372, -2.287050, 2.058587], [-1.616320, -2.437069, 3.440970], [-0.925926, -3.460377, 4.071491], [-0.165476, -4.351673, 3.329255], [-0.084255, -4.195771, 1.955980], [-0.778579, -3.178040, 1.329174], [-0.366341, -2.914209, -0.391533], [-0.129804, -4.158531, -1.048005], [-1.420934, -2.079637, -0.987825], [0.849044, -2.071954, -0.219429], [-4.776315, -2.072013, 1.752094], [-2.237515, -1.749075, 4.007473], [-0.976633, -3.562973, 5.145187], [0.374821, -5.149163, 3.817566], [0.515192, -4.848210, 1.343165], [1.374972, 0.711245, -2.460528], [1.275864, 0.719539, -1.020268], [2.308307, 0.709732, -0.244170], [2.144711, 0.637397, 1.154948], [3.093555, 0.730273, 2.195160], [2.400119, 0.523243, 3.372257], [1.052419, 0.304300, 3.012615], [0.894230, 0.392644, 1.699528], [2.498620, -0.163176, -2.953986], [2.361505, -1.545616, -2.889133], [3.399805, -2.362201, -3.300541], [4.572155, -1.804437, -3.785874], [4.709885, -0.426705, -3.852488], [3.677691, 0.393245, -3.430761], [1.510945, 1.743799, -2.806562], [0.413877, 0.332987, -2.836875], [3.322259, 0.740290, -0.643731], [4.138532, 0.945455, 2.078493], [2.802514, 0.507382, 4.365462], [0.219460, 0.098101, 3.663762], [1.448901, -1.980000, -2.504720], [3.290134, -3.434415, -3.242666], [5.385067, -2.441816, -4.099325], [5.622189, 0.009444, -4.231128], [3.786354, 1.467814, -3.483790], [-3.562373, 3.815651, -0.449203], [-2.863268, 3.599008, -1.743855], [-2.041632, 2.308962, -1.604218], [-1.101342, 2.367742, -0.494946], [-1.725418, 2.757795, 0.761059], [-2.562821, 4.035709, 0.630627], [-4.088154, 2.953894, -0.224827], [-4.221308, 4.600704, -0.503746], [-2.227854, 4.468025, -1.944308], [-3.589651, 3.501277, -2.553124], [-1.497322, 2.108973, -2.527915], [-2.718670, 1.466171, -1.417572], [-0.315123, 2.976274, -0.710992], [-0.947723, 2.896331, 1.512621], [-2.373112, 1.936665, 1.102124], [-1.946415, 4.896599, 0.353750], [-3.076570, 4.243251, 1.570317]], "forces_ev_per_a": [[0.76, 1.34, -0.31], [0.52, -0.24, -0.68], [-2.78, -0.40, 1.52], [0.57, 0.19, 0.77], [1.64, -0.15, -0.69], [-0.44, 0.50, -0.39], [-0.15, 0.33, 0.15], [0.02, 0.02, -0.02], [0.00, 0.14, -0.10], [0.01, -0.21, 0.00], [0.25, -0.19, -0.57], [0.62, -1.53, 0.12], [-0.03, 0.03, 0.20], [-0.06, 0.38, 0.25], [-0.21, 0.42, -0.02], [-0.06, 0.13, 0.21], [0.06, -0.03, -0.06], [-0.08, 0.01, 0.07], [0.02, -0.05, 0.01], [0.11, -0.20, -0.01], [0.15, 0.00, -0.61], [-1.00, -0.65, 0.93], [0.55, 0.18, -0.03], [-0.21, -0.09, 0.15], [-0.05, -0.16, 0.55], [0.78, 0.14, -0.42], [-0.44, 0.03, -0.38], [-0.68, -0.01, -0.53], [-0.07, 0.06, -0.13], [-0.01, 0.03, -0.08], [-0.05, -0.03, 0.01], [0.09, 0.07, 0.05], [0.13, -0.08, -0.02], [-0.11, -0.01, 0.01], [-0.05, -0.09, -0.09], [0.23, 0.19, -0.05], [-0.03, 0.06, -0.04], [0.19, -0.02, -0.01], [0.05, 0.05, 0.21], [-0.11, -0.09, 0.04], [0.05, -0.01, -0.08], [-0.01, -0.09, -0.01], [0.05, -0.05, -0.06], [0.07, 0.02, -0.03], [0.00, 0.12, -0.02], [-0.48, 0.03, 0.04], [0.43, -0.46, -0.78], [-0.22, 0.27, -0.07], [0.07, -0.16, 0.06], [-0.28, 0.20, 0.15], [0.65, -0.17, 0.76], [-0.01, 0.34, -0.02], [0.10, -0.28, 0.01], [-0.18, -0.06, 0.15], [-0.07, 0.06, 0.19], [-0.09, 0.09, -0.02], [0.08, 0.13, -0.11], [-0.01, -0.20, 0.02], [-0.09, 0.07, 0.02], [0.09, 0.14, 0.00], [-0.21, -0.06, -0.04], [-0.08, 0.02, -0.14]], "mulliken_spin": [3.6988, 0.0045, 0.0074, 0.0054, 0.1475, 0.0450, 0.0417, -0.0025, 0.0115, -0.0069, -0.0152, -0.0033, 0.0055, 0.0984, 0.0937, -0.0004, 0.0005, 0.0003, 0.0005, -0.0011, 0.0359, 0.2405, -0.0339, 0.2009, -0.0005, 0.1132, 0.1640, 0.0622, 0.0107, -0.0092, -0.0040, 0.0019, 0.0003, 0.0027, 0.0017, 0.0051, 0.0092, -0.0012, 0.0041, 0.0178, 0.0008, -0.0002, 0.0001, -0.0001, 0.0003, -0.0006, 0.0059, -0.0026, 0.0355, 0.0029, 0.0083, -0.0005, -0.0001, -0.0019, 0.0011, 0.0009, -0.0039, 0.0103, 0.0013, -0.0095, -0.0005, -0.0001]}


No. 2
{"formula": "C34H34FeN8O6Se", "method": "the ωB97M-V functional and the def2-TZVPD basis", "gap_ev": [7.3, 7.1], "relative_energy_kj_mol": 0.0, "e_tot_ev": -159752.449, "molar_mass_g_mol": 785.501, "total_charge": 0, "spin_multiplicity": 5, "s_squared": 6.010, "symbols": ["Fe", "O", "C", "O", "C", "C", "C", "N", "C", "C", "C", "C", "C", "C", "C", "N", "C", "C", "C", "C", "C", "N", "H", "H", "H", "H", "H", "H", "H", "H", "H", "H", "C", "N", "C", "C", "N", "C", "C", "Se", "H", "H", "H", "H", "H", "H", "H", "H", "O", "N", "C", "C", "C", "C", "C", "H", "H", "H", "H", "H", "C", "C", "C", "C", "C", "C", "O", "N", "C", "O", "N", "C", "O", "H", "H", "H", "H", "H", "H", "H", "H", "H", "H", "H"], "positions_angstrom": [[0.059010, 0.201735, -0.608056], [3.533852, -0.655676, 5.398444], [4.114699, -0.783253, 4.302254], [5.268333, -1.132556, 4.008208], [3.236475, -0.402140, 3.093508], [3.620113, -0.704510, 1.795440], [2.745307, -0.441474, 0.756962], [1.541134, 0.088238, 0.968561], [1.178110, 0.416379, 2.207284], [2.004006, 0.201475, 3.290022], [-0.190834, 0.982428, 2.307968], [-0.751201, 1.421771, 3.497612], [-2.037102, 1.932971, 3.482147], [-2.731962, 1.994245, 2.284599], [-2.105441, 1.528128, 1.143451], [-0.867544, 1.033642, 1.160647], [3.023617, -0.738544, -0.672767], [4.216355, -1.284157, -1.128898], [4.358228, -1.533025, -2.480639], [3.311101, -1.234590, -3.341886], [2.159911, -0.694388, -2.801479], [2.022234, -0.450036, -1.500715], [4.591315, -1.160584, 1.657467], [1.729881, 0.435388, 4.309966], [-0.190038, 1.372045, 4.419845], [-2.490382, 2.284016, 4.400545], [-3.733593, 2.396186, 2.228661], [-2.603440, 1.533727, 0.181883], [5.016802, -1.510228, -0.439468], [5.279618, -1.956295, -2.859509], [3.384090, -1.411865, -4.405785], [1.311876, -0.441288, -3.427963], [0.522785, -2.767569, 4.371106], [-0.866780, -3.197639, 4.280673], [-1.616232, -3.697937, 5.329364], [-2.839773, -3.974455, 4.844271], [-2.824776, -3.635924, 3.501249], [-3.932658, -3.790754, 2.575852], [-1.608793, -3.156431, 3.148709], [-1.079262, -2.616176, 1.459376], [0.965706, -3.178243, 5.274125], [0.577503, -1.684702, 4.402289], [1.067533, -3.117024, 3.498059], [-1.210148, -3.811335, 6.318344], [-3.711666, -4.379494, 5.325350], [-4.823006, -4.040367, 3.147591], [-3.718745, -4.579685, 1.856802], [-4.083364, -2.862810, 2.028982], [-0.479635, -1.616305, -1.362175], [-1.123522, -2.292078, -2.273821], [-1.345253, -3.599333, -2.032285], [-2.004070, -4.369476, -2.963435], [-2.441103, -3.798617, -4.149236], [-2.203743, -2.452413, -4.364068], [-1.541057, -1.711181, -3.409641], [-0.980644, -3.943356, -1.074905], [-2.172567, -5.413871, -2.743141], [-2.960395, -4.392099, -4.888556], [-2.532726, -1.954670, -5.264923], [-1.337217, -0.657138, -3.476617], [-0.087925, 2.056816, -5.128690], [0.261973, 3.269516, -4.274180], [-0.622664, 3.486897, -3.019491], [-0.167625, 4.759656, -2.297007], [-0.894295, 4.987429, -0.974579], [-2.056993, 3.650234, -3.485632], [-2.457815, 4.659317, -4.020018], [-2.875582, 2.558949, -3.316133], [-2.562390, 1.370263, -2.644498], [-3.385332, 0.474499, -2.635742], [-1.346332, 1.289910, -2.019740], [-0.447782, 2.278488, -2.126337], [0.607933, 2.143863, -1.486810], [0.567903, 2.010569, -5.998079], [-1.116385, 2.095994, -5.494161], [0.037630, 1.125097, -4.570575], [0.188832, 4.180111, -4.871265], [1.288638, 3.184767, -3.913482], [-0.347876, 5.595868, -2.972086], [0.905949, 4.679929, -2.126343], [-1.978697, 4.989173, -1.115022], [-0.621952, 5.951624, -0.545403], [-0.638072, 4.215758, -0.245924], [-3.814559, 2.619191, -3.683652]], "forces_ev_per_a": [[0.32, -0.18, -0.18], [0.00, -0.18, -0.09], [0.24, 0.31, 0.22], [-0.12, -0.13, 0.02], [-0.17, -0.07, -0.16], [0.09, -0.05, 0.01], [0.01, -0.03, -0.07], [0.01, 0.01, 0.07], [-0.16, 0.07, -0.04], [0.03, -0.01, 0.12], [0.10, -0.06, 0.07], [-0.02, 0.04, 0.09], [-0.01, 0.02, 0.04], [0.01, 0.01, -0.01], [0.01, -0.04, 0.14], [-0.49, 0.20, -0.31], [-0.04, -0.01, 0.14], [0.08, -0.02, 0.00], [0.03, -0.01, -0.04], [0.02, 0.00, -0.01], [0.09, 0.04, 0.09], [-0.05, -0.03, -0.41], [0.00, 0.03, 0.00], [0.00, 0.00, -0.01], [0.00, 0.00, -0.02], [0.00, 0.00, -0.02], [-0.01, -0.02, 0.01], [0.02, 0.00, 0.02], [-0.02, 0.01, 0.01], [-0.02, 0.00, 0.00], [0.01, -0.01, 0.01], [-0.01, 0.00, 0.01], [-0.08, -0.04, 0.02], [0.15, -0.01, 0.00], [0.14, 0.08, -0.08], [-0.08, 0.01, -0.16], [-0.19, -0.01, -0.05], [0.06, 0.02, 0.08], [0.08, -0.14, 0.17], [-0.08, -0.01, 0.16], [-0.01, 0.02, 0.01], [0.05, 0.08, 0.03], [-0.01, -0.02, -0.03], [0.02, 0.02, -0.02], [0.00, 0.01, -0.03], [-0.01, 0.00, -0.01], [0.01, -0.02, 0.00], [0.00, 0.02, 0.00], [0.08, -0.18, 0.02], [-0.10, 0.05, 0.25], [-0.06, -0.06, -0.07], [0.02, -0.02, 0.05], [-0.01, 0.01, -0.02], [0.01, 0.02, -0.03], [-0.01, -0.02, -0.02], [-0.02, 0.01, 0.00], [0.01, 0.00, -0.01], [0.00, 0.00, 0.01], [-0.01, -0.01, 0.01], [0.05, 0.00, -0.02], [-0.03, 0.00, 0.03], [0.01, 0.03, 0.01], [-0.01, -0.09, -0.05], [-0.07, 0.01, 0.14], [-0.01, 0.00, -0.03], [-0.06, 0.00, -0.01], [-0.02, -0.02, -0.07], [0.07, 0.07, 0.04], [0.16, 0.07, 0.13], [-0.04, -0.05, 0.05], [-0.23, 0.01, -0.18], [-0.03, 0.04, -0.04], [0.21, 0.16, 0.12], [0.00, -0.01, 0.01], [0.02, 0.01, 0.00], [-0.01, 0.02, 0.00], [0.00, 0.00, -0.01], [0.02, 0.03, -0.02], [0.02, 0.01, -0.03], [0.00, 0.01, 0.01], [0.02, 0.01, 0.00], [0.01, -0.01, 0.00], [-0.02, -0.01, -0.01], [0.01, 0.01, -0.01]], "mulliken_spin": [3.7578, 0.0005, -0.0005, 0.0005, 0.0008, -0.0043, 0.0368, 0.0349, 0.0039, -0.0040, 0.0261, 0.0003, -0.0016, 0.0038, -0.0014, 0.0274, 0.0050, 0.0032, -0.0018, 0.0050, -0.0009, 0.0087, 0.0003, -0.0004, -0.0006, -0.0004, -0.0005, -0.0060, -0.0002, -0.0004, -0.0003, -0.0027, 0.0003, 0.0003, 0.0000, 0.0000, 0.0002, 0.0000, 0.0005, 0.0136, 0.0000, -0.0001, 0.0000, 0.0000, 0.0000, 0.0000, -0.0001, 0.0000, 0.0276, 0.0090, 0.0042, -0.0014, 0.0045, -0.0027, 0.0053, -0.0003, -0.0001, 0.0003, 0.0000, 0.0020, 0.0011, -0.0013, 0.0249, 0.0001, 0.0003, -0.0018, 0.0001, 0.0023, 0.0073, 0.0016, 0.0465, -0.0674, 0.0363, -0.0001, -0.0001, -0.0002, -0.0001, 0.0005, -0.0001, -0.0010, 0.0000, 0.0000, -0.0007, -0.0004]}


> What is the formula in the first record?

C22H27AsN4O6RuS